A molecular structure, C22H20AsN3O9S3Zn, computed with wB97M-V/def2-TZVPD.

Cartesian coordinates (Å):
Zn: 1.438 0.684 0.639
O: -0.634 0.520 3.921
C: -0.010 1.146 3.057
O: -0.128 0.924 1.802
C: 0.846 2.323 3.517
C: 0.338 2.967 4.648
C: 0.927 4.088 5.204
C: 2.086 4.583 4.618
C: 2.616 3.953 3.511
C: 2.028 2.817 2.922
S: 2.938 2.163 1.560
H: -0.554 2.541 5.089
H: 0.492 4.565 6.074
H: 2.580 5.460 5.023
H: 3.523 4.333 3.057
O: 1.980 -0.792 -0.622
N: 1.689 -0.726 -1.920
C: 2.239 0.284 -2.630
C: 2.025 0.434 -3.971
C: 1.199 -0.499 -4.612
C: 0.653 -1.520 -3.885
C: 0.879 -1.676 -2.491
S: 0.189 -2.942 -1.602
H: 2.828 0.961 -2.033
H: 2.465 1.273 -4.490
H: 0.986 -0.410 -5.671
H: 0.011 -2.259 -4.343
C: 1.002 -4.303 2.079
As: 0.623 -2.514 2.714
C: -0.994 -2.053 1.795
C: 0.079 -2.744 4.556
S: 2.305 -1.287 2.566
H: 0.191 -4.983 2.341
H: 1.940 -4.632 2.522
H: 1.110 -4.239 0.996
H: -1.682 -2.893 1.902
H: -0.751 -1.915 0.742
H: -1.389 -1.140 2.229
H: -0.804 -3.383 4.608
H: -0.150 -1.748 4.932
H: 0.903 -3.187 5.114
O: -0.410 3.396 -2.095
C: -0.325 2.218 -1.750
O: 0.493 1.661 -0.975
C: -1.299 1.235 -2.412
C: -1.661 1.449 -3.734
C: -2.453 0.514 -4.377
C: -2.944 -0.611 -3.741
C: -2.605 -0.765 -2.413
C: -1.772 0.114 -1.739
N: -3.184 -1.916 -1.697
O: -3.138 -1.906 -0.486
O: -3.735 -2.776 -2.360
N: -2.788 0.710 -5.794
O: -2.275 1.643 -6.381
O: -3.563 -0.074 -6.315
H: -1.310 2.334 -4.243
H: -3.564 -1.331 -4.249
H: -1.483 -0.067 -0.711

- Calculated total energy: -6901.4591 Ha
- Energy relative to the best compared isomer or geometry (same formula, charge and spin): 16.59 kJ/mol
- Orbital gap: 5.71 eV
- Multiplicity: 1
- E_HOMO: -2.113 eV
- Net charge: -2